No. 1
Computed, not measured: C36H28BaNP2S2Te as an isolated structure, with ωB97M-V/def2-TZVPD.

Each line ends with the Löwdin charge.
Positions of all 71 atoms, in Å:
1 Ba -2.4553 -1.7790 0.6158  1.500
2 Te 1.8496 1.6688 2.8908  1.153
3 C 3.2483 2.8493 1.7958  -0.549
4 C 2.9150 4.0890 1.2644  -0.130
5 C 3.8407 4.7509 0.4696  -0.161
6 N 5.0511 4.2759 0.1816  0.049
7 C 5.3653 3.0905 0.7009  -0.166
8 C 4.5121 2.3488 1.5052  -0.144
9 C 1.0764 0.5966 1.2811  -1.098
10 P 2.1062 -0.7358 0.7064  0.882
11 C 0.9263 -1.9828 -0.0058  -0.429
12 C 0.5856 -3.0941 0.7709  -0.150
13 C -0.2700 -4.0831 0.2926  -0.147
14 C -0.8036 -3.9803 -0.9882  -0.143
15 C -0.4801 -2.8758 -1.7730  -0.120
16 C 0.3727 -1.8923 -1.2878  -0.153
17 C 2.8710 -0.1910 -0.8862  -0.393
18 C 3.5387 -1.1249 -1.6841  -0.119
19 C 4.2010 -0.7351 -2.8360  -0.100
20 C 4.2285 0.6064 -3.2059  -0.106
21 C 3.5858 1.5448 -2.4148  -0.086
22 C 2.9108 1.1447 -1.2661  -0.113
23 P -0.3353 1.1299 0.3982  0.880
24 C -1.7611 1.0385 1.5662  -0.520
25 C -1.6769 0.3664 2.7809  -0.190
26 C -2.8256 -0.0501 3.4541  -0.114
27 C -4.0785 0.1961 2.9140  -0.107
28 C -4.1813 0.9159 1.7250  -0.114
29 C -3.0360 1.3404 1.0682  -0.172
30 C -0.2977 2.9515 0.1281  -0.379
31 C -0.7067 3.8770 1.0880  -0.120
32 C -0.6183 5.2407 0.8441  -0.100
33 C -0.1099 5.7020 -0.3632  -0.106
34 C 0.2934 4.7922 -1.3306  -0.094
35 C 0.1879 3.4296 -1.0885  -0.115
36 H 1.9431 4.5295 1.4397  0.073
37 H 3.5906 5.7152 0.0370  0.098
38 H 6.3498 2.7059 0.4543  0.099
39 H 4.8221 1.3796 1.8759  0.088
40 H 1.0099 -3.1887 1.7651  0.104
41 H -0.5425 -4.9195 0.9233  0.105
42 H -1.4845 -4.7371 -1.3570  0.088
43 H -0.9017 -2.7812 -2.7668  0.112
44 H 0.6173 -1.0419 -1.9115  0.102
45 H 3.5330 -2.1723 -1.3989  0.103
46 H 4.7051 -1.4753 -3.4459  0.095
47 H 4.7557 0.9137 -4.1006  0.093
48 H 3.6161 2.5956 -2.6789  0.101
49 H 2.4229 1.8824 -0.6416  0.063
50 H -0.6978 0.0975 3.1620  0.065
51 H -2.7349 -0.6087 4.3771  0.113
52 H -4.9670 -0.1897 3.3944  0.113
53 H -5.1544 1.1005 1.2891  0.112
54 H -3.1249 1.8573 0.1179  0.115
55 H -1.0864 3.5286 2.0405  0.097
56 H -0.9378 5.9440 1.6037  0.101
57 H -0.0358 6.7661 -0.5516  0.097
58 H 0.6843 5.1421 -2.2781  0.100
59 H 0.4919 2.7234 -1.8533  0.094
60 S -5.1260 -2.2381 -0.4627  0.286
61 C -4.3997 -3.8520 -0.5773  -0.839
62 C -4.4114 -4.4665 -1.8464  -0.168
63 C -3.9398 -5.7436 -2.0665  -0.131
64 C -3.4119 -6.4680 -0.9980  -0.135
65 C -3.3506 -5.8798 0.2474  -0.184
66 C -3.8205 -4.5748 0.5053  -0.830
67 S -3.6370 -3.9828 2.1698  0.294
68 H -4.8375 -3.8996 -2.6649  0.082
69 H -3.9897 -6.1757 -3.0591  0.090
70 H -3.0458 -7.4783 -1.1387  0.092
71 H -2.9347 -6.4292 1.0835  0.085

Energy ... -87515.50859 eV
Charge ... -1
Gap between HOMO and LUMO ... 6.41 eV
HOMO level ... -4.27 eV
Energy above the lowest of the compared OMol25 structures with the same formula, charge and spin ... 0.5 kcal/mol



No. 2
Computed, not measured: C36H28BrN6OS2Tl as an isolated structure at a distorted geometry, with ωB97M-V/def2-TZVPD.

Each line ends with the Löwdin charge.
Positions of all 75 atoms, in Å:
1 Tl -0.2497 0.0754 0.5279  0.977
2 C -3.0131 4.8306 2.1713  -0.450
3 S -1.6415 4.3002 3.2372  0.723
4 C -1.0456 2.9090 2.2686  -1.145
5 S -2.1656 1.6418 1.8754  0.509
6 N 0.1966 2.9957 1.9775  -0.118
7 N 0.8302 2.0243 1.2855  -0.162
8 C 1.8926 2.4548 0.5881  -0.122
9 C 2.4800 1.7570 -0.4152  -0.257
10 C 3.5434 2.3800 -1.1812  -0.087
11 C 4.2542 1.7961 -2.1513  -0.078
12 C 4.1137 0.3311 -2.4310  -0.183
13 C 2.6611 -0.2195 -2.6846  -0.057
14 N 1.8163 0.5636 -0.8767  0.016
15 H -3.6113 5.5460 2.7348  0.011
16 H -3.6026 3.9523 1.9168  -0.017
17 H -2.6146 5.2917 1.2681  0.026
18 H 2.2665 3.4461 0.8338  0.119
19 H 3.7288 3.4241 -0.9412  0.103
20 H 5.0052 2.3602 -2.6924  0.084
21 H 4.8339 -0.0062 -3.1765  0.118
22 H 2.5665 -0.9393 -3.4983  0.140
23 Br 6.7476 -1.7363 -1.3260  0.608
24 C 4.8355 -1.7918 -1.1222  -0.658
25 C 4.2089 -2.9611 -0.9311  -0.171
26 C 2.7971 -3.0524 -0.7032  -0.070
27 C 1.9841 -1.9404 -0.7529  -0.377
28 O 0.7309 -1.9339 -0.5219  -0.132
29 C 2.6340 -0.6470 -1.1923  -0.246
30 C 1.4456 0.6707 -2.3822  -0.283
31 N 1.2957 1.9568 -2.9145  0.090
32 C 0.2539 2.7144 -2.6171  -0.249
33 C 0.3564 4.0925 -2.9846  -0.065
34 C -0.6682 4.9993 -2.8405  -0.140
35 C -1.9213 4.6140 -2.3812  -0.120
36 C -2.1261 3.2751 -2.0305  -0.177
37 C -3.4089 2.7947 -1.6728  -0.038
38 C -3.6155 1.4612 -1.4629  -0.091
39 C -2.5023 0.6182 -1.4488  -0.215
40 N -1.2665 1.0498 -1.6478  0.038
41 C -1.0445 2.3245 -2.0442  -0.122
42 C 4.1619 -0.4703 -1.0890  -0.227
43 H 4.7845 -3.8808 -0.9203  0.085
44 H 2.3544 -4.0146 -0.4770  0.086
45 H 0.5598 0.0372 -2.5171  0.126
46 H 1.3156 4.3999 -3.3814  0.089
47 H -0.4965 6.0378 -3.1086  0.085
48 H -2.7483 5.3134 -2.3274  0.081
49 H -4.2265 3.5031 -1.5944  0.107
50 H -4.5987 1.0657 -1.2420  0.098
51 H -2.5984 -0.4429 -1.2456  0.084
52 H 4.5119 0.1335 -0.2444  0.143
53 N 0.3509 -0.0800 3.5665  0.108
54 C 1.1311 -1.2112 3.5237  -0.275
55 C 2.4474 -1.1745 3.9968  -0.039
56 C 3.2567 -2.2943 3.9532  -0.110
57 C 2.7677 -3.4816 3.4290  -0.113
58 C 1.4648 -3.5233 2.9570  -0.047
59 C 0.6273 -2.4115 2.9943  -0.145
60 C -0.7742 -2.5478 2.5120  -0.207
61 C -1.5208 -3.6027 3.0541  -0.055
62 C -2.8163 -3.8628 2.6417  -0.113
63 C -3.3882 -3.0606 1.6677  -0.109
64 C -2.6601 -2.0079 1.1294  -0.131
65 C -1.3600 -1.7302 1.5346  -0.161
66 H -0.6552 -0.1570 3.6212  0.066
67 H 0.7442 0.7528 3.9695  0.095
68 H 2.8320 -0.2392 4.3890  0.105
69 H 4.2695 -2.2391 4.3344  0.092
70 H 3.4026 -4.3562 3.3597  0.088
71 H 1.0911 -4.4351 2.5073  0.114
72 H -1.0665 -4.2158 3.8246  0.105
73 H -3.3737 -4.6793 3.0868  0.087
74 H -4.4010 -3.2525 1.3298  0.090
75 H -3.1406 -1.3849 0.3840  0.067

Energy ... -145178.14847 eV
Charge ... -2
Gap between HOMO and LUMO ... 5.18 eV
HOMO level ... -0.93 eV
Energy above the lowest of the compared OMol25 structures with the same formula, charge and spin ... 72.1 kcal/mol



No. 3
Computed, not measured: an isolated ion of composition C36H28F3N2O and charge -1 at a distorted geometry, with ωB97M-V/def2-TZVPD.

Each line ends with the natural charge from an NBO analysis.
Positions of all 70 atoms, in Å:
1 C -4.9925 -1.6413 -3.6655  -0.392
2 N -4.3856 -1.9731 -2.3922  -0.480
3 C -5.2934 -2.5856 -1.4357  -0.397
4 C -3.1559 -1.4353 -2.0153  0.151
5 C -3.0816 -0.4938 -0.9693  -0.199
6 C -1.8498 0.0431 -0.6113  -0.225
7 C -0.6723 -0.4954 -1.1376  -0.030
8 C 0.7231 -0.0860 -0.6788  -0.205
9 C 0.9155 -0.1078 0.8660  -0.181
10 C 2.2318 -0.0845 1.3500  -0.168
11 C 2.5750 -0.1788 2.6916  -0.201
12 C 3.9557 0.0816 3.1354  0.062
13 C 4.8212 0.8362 2.2949  -0.249
14 C 6.1425 1.0906 2.6675  -0.218
15 C 6.6414 0.5879 3.8806  -0.254
16 C 5.7851 -0.1155 4.7448  -0.223
17 C 4.4685 -0.3577 4.3745  -0.241
18 C 1.5349 -0.6016 3.6507  0.469
19 O 1.8341 -1.0789 4.7705  -0.733
20 C 0.1448 -0.4384 3.2052  -0.242
21 C -0.9560 -0.5089 4.1964  0.072
22 C -2.2464 0.0104 3.8802  -0.236
23 C -3.3096 -0.0638 4.7923  -0.236
24 C -3.1083 -0.6233 6.0645  -0.254
25 C -1.8389 -1.1123 6.4135  -0.223
26 C -0.7985 -1.0611 5.4903  -0.232
27 C -0.0952 -0.2829 1.8365  -0.123
28 C 1.0526 1.2830 -1.3396  -0.350
29 C 2.3799 1.7754 -0.9372  0.331
30 N 3.3777 2.3039 -0.6214  -0.343
31 C 0.9098 1.4346 -2.9000  0.009
32 C -0.2815 1.9351 -3.4324  -0.136
33 C -0.4212 2.2653 -4.7892  -0.203
34 C 0.6316 2.0340 -5.6715  -0.162
35 C 0.4290 2.2493 -7.1759  0.982
36 F 1.6091 2.4498 -7.8480  -0.331
37 F -0.3719 3.3349 -7.4472  -0.333
38 F -0.1805 1.1644 -7.7662  -0.332
39 C 1.8425 1.5511 -5.1775  -0.172
40 C 1.9775 1.2870 -3.7984  -0.213
41 C -0.7462 -1.4155 -2.1771  -0.191
42 C -1.9689 -1.8293 -2.6785  -0.233
43 H -4.2431 -1.2742 -4.3847  0.210
44 H -5.4911 -2.5351 -4.0748  0.183
45 H -5.7741 -0.8675 -3.5359  0.165
46 H -4.7093 -3.0058 -0.6053  0.216
47 H -6.0183 -1.8489 -1.0464  0.166
48 H -5.8497 -3.3926 -1.9460  0.189
49 H -4.0012 -0.1513 -0.4875  0.208
50 H -1.8176 0.8790 0.0920  0.224
51 H 1.4374 -0.8344 -1.1002  0.210
52 H 3.0371 -0.0414 0.6204  0.193
53 H 4.4475 1.2594 1.3514  0.224
54 H 6.7813 1.6776 1.9970  0.198
55 H 7.6926 0.7385 4.1391  0.193
56 H 6.1446 -0.4789 5.7053  0.198
57 H 3.8088 -0.8819 5.0569  0.266
58 H -2.4184 0.5029 2.9171  0.194
59 H -4.2996 0.3115 4.5019  0.196
60 H -3.9346 -0.6769 6.7770  0.194
61 H -1.6593 -1.5465 7.3987  0.200
62 H 0.1748 -1.4422 5.7834  0.267
63 H -1.1344 -0.3716 1.5250  0.185
64 H 0.2762 1.9509 -0.9147  0.255
65 H -1.1275 2.1211 -2.7784  0.214
66 H -1.3496 2.6908 -5.1761  0.228
67 H 2.6619 1.3938 -5.8886  0.230
68 H 2.9782 1.0113 -3.4537  0.232
69 H 0.1819 -1.7914 -2.6090  0.212
70 H -2.0232 -2.5429 -3.5035  0.214

Energy ... -50968.07847 eV
Charge ... -1
Gap between HOMO and LUMO ... 5.71 eV
HOMO level ... -3.54 eV



Which value of energy does entry 3 give?
-50968.07847 eV